{
  "formula": "C26H27N3O2",
  "method": "ωB97M-V/def2-TZVPD",
  "lumo_energy_ev": -0.057,
  "de_lowest_kcal_mol": 494.8,
  "e_tot_ev": -35946.0240,
  "elements": ["C", "C", "C", "C", "C", "C", "C", "C", "O", "N", "C", "H", "C", "N", "C", "C", "C", "C", "C", "C", "H", "H", "N", "C", "O", "C", "C", "C", "C", "C", "C", "C", "H", "H", "H", "H", "H", "H", "H", "H", "H", "H", "C", "H", "C", "H", "H", "H", "H", "H", "H", "H", "H", "H", "H", "H", "H", "H"],
  "coordinates": [[6.319, 1.370, -1.352], [6.618, 0.034, -0.773], [7.518, -0.800, -1.303], [7.593, -2.149, -0.686], [6.845, -2.607, 0.330], [5.864, -1.601, 1.048], [5.645, -0.413, 0.541], [4.791, 0.739, 0.875], [5.178, 1.704, 1.523], [3.527, 0.421, 0.853], [2.848, -0.339, 0.024], [3.587, -1.061, -0.533], [2.119, -0.023, -1.215], [1.121, 1.143, -0.527], [-0.181, 0.572, -0.369], [-1.251, 1.469, 0.213], [-2.427, 0.919, 0.416], [-2.837, -0.323, 0.393], [-1.710, -1.078, -0.098], [-0.557, -0.715, -0.184], [0.155, -1.519, -0.647], [-2.176, -2.138, 0.070], [-4.123, -0.519, 0.672], [-4.756, -1.812, 0.765], [-4.130, -2.724, 0.066], [-6.087, -1.801, 0.988], [-6.896, -0.879, 0.339], [-7.177, 0.629, 1.010], [-7.940, 1.483, 0.526], [-8.167, 1.386, -0.852], [-7.886, 0.383, -1.680], [-7.285, -0.803, -1.129], [-6.984, -1.636, -1.534], [-8.186, 0.065, -2.696], [-8.739, 2.178, -1.409], [-8.056, 2.616, 1.010], [-6.932, 0.552, 1.919], [-6.212, -1.709, 2.352], [-6.621, -2.741, 0.737], [-4.841, 0.273, 0.934], [-3.140, 1.735, 0.773], [-1.107, 2.631, 0.346], [1.630, 2.014, 0.304], [0.934, 2.585, 0.725], [2.412, 1.451, 1.338], [3.215, 2.068, 1.985], [1.908, 0.729, 2.101], [2.546, 2.498, -0.307], [1.655, -0.479, -1.864], [2.654, 0.831, -1.655], [2.269, -1.123, 0.558], [5.382, -1.701, 1.839], [7.148, -3.320, 0.872], [8.309, -2.910, -0.968], [8.044, -0.718, -2.047], [7.090, 1.648, -1.963], [6.261, 2.105, -0.765], [5.222, 1.408, -1.890]]
}

=====

{
  "formula": "C26H27N3O5",
  "method": "ωB97M-V/def2-TZVPD",
  "smiles": "CCCOc1ccc(N2C[C@H](C(=O)Nc3ccccc3C(=O)NCc3ccco3)CC2=O)cc1",
  "lumo_energy_ev": 0.504,
  "de_lowest_kcal_mol": 4.5,
  "e_tot_ev": -42109.4731,
  "elements": ["C", "C", "C", "O", "C", "C", "C", "C", "N", "C", "C", "C", "O", "N", "C", "C", "C", "C", "C", "C", "C", "O", "N", "C", "C", "C", "C", "C", "O", "C", "C", "O", "C", "C", "H", "H", "H", "H", "H", "H", "H", "H", "H", "H", "H", "H", "H", "H", "H", "H", "H", "H", "H", "H", "H", "H", "H", "H", "H", "H", "H"],
  "coordinates": [[-0.436, 5.647, 3.843], [0.183, 4.267, 4.027], [0.684, 3.693, 2.705], [-0.436, 3.467, 1.875], [-0.252, 2.825, 0.691], [0.977, 2.446, 0.163], [1.044, 1.748, -1.029], [-0.108, 1.411, -1.732], [-0.052, 0.635, -2.901], [-1.263, 0.075, -3.478], [-0.789, -0.993, -4.473], [-0.803, -2.430, -3.942], [-1.125, -3.354, -4.658], [-0.386, -2.533, -2.655], [-0.273, -3.661, -1.853], [-0.511, -4.945, -2.343], [-0.412, -6.042, -1.512], [-0.080, -5.883, -0.176], [0.180, -4.620, 0.316], [0.110, -3.495, -0.503], [0.408, -2.138, 0.024], [-0.054, -1.117, -0.481], [1.262, -2.061, 1.063], [1.647, -0.773, 1.611], [0.674, -0.264, 2.626], [-0.631, 0.108, 2.506], [-1.043, 0.522, 3.797], [0.042, 0.371, 4.602], [1.088, -0.110, 3.905], [0.652, -0.572, -4.775], [1.068, 0.294, -3.595], [2.210, 0.622, -3.357], [-1.336, 1.842, -1.228], [-1.404, 2.533, -0.038], [-1.250, 5.592, 3.126], [-0.825, 6.019, 4.787], [0.305, 6.352, 3.472], [1.024, 4.320, 4.721], [-0.559, 3.581, 4.437], [1.215, 2.748, 2.886], [1.376, 4.399, 2.225], [1.897, 2.681, 0.675], [2.006, 1.458, -1.415], [-1.825, 0.858, -4.002], [-1.900, -0.344, -2.695], [-1.403, -0.999, -5.376], [-0.220, -1.672, -2.127], [-0.788, -5.063, -3.377], [-0.608, -7.028, -1.907], [-0.027, -6.739, 0.480], [0.407, -4.508, 1.367], [1.609, -2.896, 1.503], [1.679, -0.071, 0.770], [2.635, -0.861, 2.065], [-1.209, 0.097, 1.606], [-2.009, 0.887, 4.077], [0.197, 0.563, 5.645], [0.716, 0.033, -5.681], [1.336, -1.413, -4.890], [-2.254, 1.640, -1.755], [-2.356, 2.849, 0.359]]
}

=====

{
  "formula": "C26H27N5PtS2",
  "method": "ωB97M-V/def2-TZVPD",
  "s_squared": 6.06,
  "total_charge": 2,
  "lumo_energy_ev": [-5.709, -7.958],
  "spin_multiplicity": 5,
  "de_lowest_kcal_mol": 16.6,
  "e_tot_ev": -59751.9937,
  "elements": ["Pt", "C", "N", "C", "C", "N", "C", "C", "C", "C", "C", "C", "C", "S", "C", "C", "C", "C", "C", "C", "S", "H", "H", "H", "H", "H", "H", "H", "H", "H", "H", "H", "H", "H", "H", "H", "H", "H", "H", "N", "C", "C", "C", "C", "C", "N", "C", "C", "C", "C", "C", "N", "H", "H", "H", "H", "H", "H", "H", "H", "H"],
  "coordinates": [[-0.024, -0.916, 0.139], [-0.757, 2.042, -0.965], [-1.357, 1.257, 0.123], [-1.135, 1.692, 1.507], [-1.126, 0.522, 2.487], [0.074, -0.358, 2.340], [1.319, 0.345, 2.719], [-0.064, -1.551, 3.178], [-0.205, -1.422, 4.547], [-0.315, -2.550, 5.355], [-0.277, -3.821, 4.798], [-0.130, -3.963, 3.434], [-0.023, -2.836, 2.605], [0.123, -3.095, 0.905], [-2.703, 0.865, -0.226], [-3.799, 1.626, 0.151], [-5.077, 1.274, -0.267], [-5.261, 0.169, -1.085], [-4.175, -0.599, -1.463], [-2.889, -0.273, -1.024], [-1.597, -1.391, -1.404], [-0.805, 3.824, -2.111], [-1.039, 1.502, -1.872], [1.032, 1.050, -1.340], [-1.881, 2.418, 1.844], [-0.180, 2.208, 1.553], [-2.009, -0.103, 2.339], [-1.166, 0.922, 3.504], [1.232, 0.801, 3.708], [1.549, 1.117, 1.990], [2.137, -0.374, 2.729], [-0.230, -0.444, 5.008], [-0.427, -2.428, 6.423], [-0.362, -4.695, 5.428], [-0.101, -4.946, 2.982], [-3.669, 2.505, 0.768], [-5.924, 1.872, 0.039], [-6.252, -0.102, -1.421], [-4.312, -1.476, -2.081], [2.856, 2.119, -0.181], [3.346, 0.817, -0.448], [4.722, 0.711, -0.631], [5.256, -0.541, -0.863], [4.395, -1.630, -0.920], [3.047, -1.419, -0.724], [2.503, -0.213, -0.468], [1.606, 2.617, -0.265], [1.413, 3.882, 0.389], [0.276, 4.673, 0.478], [-0.943, 4.487, -0.127], [-1.248, 3.476, -1.169], [0.696, 1.910, -0.918], [3.566, 2.764, 0.132], [5.353, 1.589, -0.603], [6.320, -0.661, -1.011], [4.756, -2.628, -1.120], [2.349, -2.242, -0.771], [2.291, 4.217, 0.926], [0.369, 5.545, 1.114], [-1.720, 5.203, 0.111], [-2.322, 3.434, -1.350]]
}

=====

{
  "formula": "C26H27N7O2S",
  "method": "ωB97M-V/def2-TZVPD",
  "smiles": "Cc1ccc(N(C(=O)Cn2nnc(-c3cccs3)n2)[C@@H](C(=O)NC2CCCC2)c2ccncc2)cc1",
  "lumo_energy_ev": 0.290,
  "de_lowest_kcal_mol": 0.0,
  "e_tot_ev": -52761.6355,
  "elements": ["C", "C", "C", "C", "C", "N", "C", "O", "C", "N", "N", "N", "C", "C", "C", "C", "C", "S", "N", "C", "C", "O", "N", "C", "C", "C", "C", "C", "C", "C", "C", "N", "C", "C", "C", "C", "H", "H", "H", "H", "H", "H", "H", "H", "H", "H", "H", "H", "H", "H", "H", "H", "H", "H", "H", "H", "H", "H", "H", "H", "H", "H", "H"],
  "coordinates": [[-2.777, -3.297, 1.175], [-1.653, -2.488, 0.608], [-1.210, -1.340, 1.254], [-0.168, -0.590, 0.741], [0.446, -0.979, -0.443], [1.512, -0.208, -0.987], [1.445, 0.482, -2.142], [2.384, 1.103, -2.601], [0.087, 0.491, -2.863], [-0.981, 0.756, -1.954], [-0.959, 1.734, -1.086], [-2.021, 1.632, -0.371], [-2.696, 0.558, -0.832], [-3.916, 0.066, -0.279], [-4.668, -0.986, -0.729], [-5.793, -1.226, 0.079], [-5.876, -0.362, 1.128], [-4.585, 0.769, 1.152], [-2.045, -0.006, -1.849], [2.767, -0.182, -0.227], [2.649, 0.783, 0.977], [2.944, 0.474, 2.111], [2.197, 1.990, 0.609], [1.980, 3.086, 1.531], [2.830, 4.296, 1.139], [2.063, 4.923, -0.028], [0.580, 4.599, 0.230], [0.549, 3.621, 1.414], [3.168, -1.587, 0.138], [2.644, -2.254, 1.238], [3.033, -3.567, 1.460], [3.868, -4.227, 0.677], [4.370, -3.589, -0.366], [4.057, -2.277, -0.679], [0.033, -2.143, -1.081], [-1.011, -2.882, -0.559], [-3.446, -2.674, 1.764], [-3.347, -3.776, 0.383], [-2.380, -4.077, 1.825], [-1.691, -1.018, 2.166], [0.155, 0.304, 1.251], [-0.115, -0.468, -3.343], [0.141, 1.275, -3.625], [-4.407, -1.550, -1.605], [-6.510, -2.006, -0.108], [-6.626, -0.320, 1.892], [3.517, 0.244, -0.907], [2.018, 2.192, -0.362], [2.216, 2.702, 2.526], [2.873, 4.985, 1.982], [3.847, 4.013, 0.872], [2.392, 4.483, -0.971], [2.241, 5.996, -0.090], [0.014, 5.500, 0.462], [0.122, 4.141, -0.646], [0.291, 4.140, 2.336], [-0.178, 2.827, 1.254], [1.966, -1.765, 1.917], [2.651, -4.121, 2.307], [5.055, -4.161, -0.979], [4.493, -1.800, -1.545], [0.534, -2.464, -1.982], [-1.331, -3.779, -1.067]]
}

=====

{
  "formula": "C26H28BiF6NO2",
  "method": "ωB97M-V/def2-TZVPD",
  "lumo_energy_ev": [-1.534, -1.535],
  "de_lowest_kcal_mol": 62.4,
  "e_tot_ev": -55141.4136,
  "elements": ["C", "C", "C", "H", "C", "C", "H", "C", "C", "C", "H", "C", "C", "H", "H", "H", "H", "H", "H", "Bi", "C", "C", "C", "H", "H", "H", "H", "H", "H", "C", "C", "H", "H", "O", "N", "C", "H", "C", "C", "H", "C", "H", "C", "H", "C", "H", "C", "H", "H", "H", "C", "C", "O", "C", "F", "F", "F", "C", "F", "F", "F", "H", "H", "H"],
  "coordinates": [[1.535, 0.140, 1.630], [2.047, -0.578, 0.551], [2.261, 0.329, -0.536], [2.270, -1.645, 0.540], [1.859, 1.605, -0.148], [1.495, 1.554, 1.267], [1.907, 2.525, -0.732], [-1.256, -2.459, 2.158], [-0.314, -3.411, 1.681], [-0.359, -3.388, 0.263], [0.323, -4.054, 2.286], [-1.341, -2.428, -0.137], [-1.884, -1.851, 1.042], [2.726, 0.060, -1.483], [1.674, 2.387, 1.955], [1.308, -0.251, 2.616], [-2.675, -1.103, 1.070], [0.225, -4.009, -0.412], [-1.485, -2.236, 3.193], [-0.784, 2.103, 1.529], [-1.505, -1.884, -1.527], [-2.938, -1.417, -1.782], [-1.044, -2.872, -2.599], [-3.625, -2.266, -1.676], [-3.014, -1.045, -2.810], [-3.232, -0.626, -1.076], [-1.628, -3.797, -2.559], [0.016, -3.119, -2.492], [-1.186, -2.425, -3.588], [-0.505, -0.668, -1.556], [-1.071, 0.697, -1.467], [0.112, -0.726, -2.453], [0.182, -0.781, -0.712], [-1.288, 1.145, -0.277], [-1.422, 1.463, -2.521], [-0.511, 2.239, -3.401], [-2.330, 1.920, -2.399], [0.793, 1.573, -3.692], [1.992, 2.280, -3.548], [1.957, 3.315, -3.193], [3.213, 1.673, -3.855], [4.147, 2.229, -3.724], [3.239, 0.351, -4.322], [4.191, -0.142, -4.545], [2.036, -0.341, -4.512], [2.035, -1.377, -4.861], [0.815, 0.297, -4.259], [-0.133, -0.205, -4.480], [-0.326, 3.223, -2.948], [-1.083, 2.406, -4.321], [0.616, 1.972, 4.661], [-0.550, 1.037, 4.465], [-0.818, 0.654, 3.139], [-0.272, -0.294, 5.286], [-0.018, -0.029, 6.603], [-1.284, -1.188, 5.248], [0.840, -0.917, 4.796], [-1.844, 1.738, 5.015], [-1.742, 2.188, 6.296], [-2.092, 2.863, 4.233], [-2.935, 0.954, 4.930], [1.529, 1.528, 4.253], [0.743, 2.160, 5.730], [0.410, 2.925, 4.168]]
}

=====

{
  "formula": "C26H28BrN3O7S2SiW",
  "method": "ωB97M-V/def2-TZVPD",
  "total_charge": 2,
  "lumo_energy_ev": -6.897,
  "de_lowest_kcal_mol": 90.0,
  "e_tot_ev": -147619.8938,
  "elements": ["W", "Br", "C", "C", "C", "C", "C", "C", "N", "N", "C", "C", "C", "C", "O", "C", "N", "C", "C", "C", "C", "H", "H", "H", "H", "H", "H", "H", "H", "H", "O", "S", "O", "O", "O", "C", "Si", "C", "C", "O", "H", "H", "H", "H", "H", "H", "H", "H", "H", "C", "C", "C", "C", "C", "C", "C", "S", "C", "O", "H", "H", "H", "H", "H", "H", "H", "H", "H", "H"],
  "coordinates": [[-0.920, -0.168, 0.951], [6.993, 1.494, -0.042], [6.447, -0.297, 0.186], [5.827, -0.955, -0.865], [5.386, -2.258, -0.698], [5.590, -2.900, 0.520], [6.296, -2.265, 1.536], [6.697, -0.948, 1.385], [5.193, -4.256, 0.773], [4.042, -4.660, 0.558], [2.972, -3.747, 0.255], [2.335, -3.836, -0.953], [1.262, -2.985, -1.292], [0.816, -2.098, -0.357], [-0.155, -1.165, -0.522], [1.404, -2.047, 0.911], [0.838, -1.132, 1.771], [1.339, -1.039, 3.004], [2.399, -1.835, 3.429], [2.966, -2.753, 2.577], [2.481, -2.868, 1.259], [5.708, -0.455, -1.817], [4.931, -2.778, -1.526], [6.520, -2.813, 2.443], [7.223, -0.439, 2.181], [2.690, -4.558, -1.678], [0.795, -3.055, -2.266], [0.873, -0.327, 3.667], [2.749, -1.725, 4.445], [3.769, -3.393, 2.919], [-2.380, 2.457, 3.371], [-2.417, 1.153, 2.797], [-0.870, 0.500, 2.791], [-2.193, 1.317, 1.179], [-2.099, -1.320, 1.205], [1.902, 1.174, -0.671], [0.568, 1.474, -1.933], [0.426, 3.250, -2.442], [0.434, 0.275, -3.330], [-0.858, 1.240, -0.849], [2.647, 1.971, -0.734], [2.404, 0.216, -0.820], [1.546, 1.207, 0.366], [1.324, 3.537, -2.996], [0.353, 3.914, -1.578], [-0.417, 3.435, -3.109], [1.360, 0.298, -3.912], [-0.379, 0.541, -4.007], [0.275, -0.743, -2.979], [-7.909, 0.992, 1.713], [-6.656, 1.361, 0.980], [-5.863, 2.425, 1.416], [-4.711, 2.776, 0.740], [-4.373, 2.065, -0.411], [-5.145, 1.000, -0.877], [-6.273, 0.651, -0.167], [-2.946, 2.607, -1.227], [-3.525, 2.878, -2.896], [-2.064, 1.242, -1.594], [-7.860, 1.288, 2.759], [-8.100, -0.078, 1.656], [-8.763, 1.504, 1.263], [-6.145, 2.975, 2.304], [-4.080, 3.578, 1.107], [-4.862, 0.440, -1.761], [-6.876, -0.183, -0.502], [-3.983, 1.970, -3.285], [-2.687, 3.203, -3.504], [-4.271, 3.669, -2.816]]
}

=====

{
  "formula": "C26H28CaN7O3",
  "method": "ωB97M-V/def2-TZVPD",
  "total_charge": 1,
  "lumo_energy_ev": -3.769,
  "de_lowest_kcal_mol": 43.6,
  "e_tot_ev": -62423.8922,
  "elements": ["Ca", "O", "C", "C", "C", "C", "C", "C", "C", "O", "N", "N", "C", "C", "C", "C", "C", "C", "N", "H", "H", "H", "H", "H", "H", "H", "H", "H", "H", "C", "C", "C", "C", "C", "C", "H", "H", "H", "H", "H", "H", "O", "C", "C", "N", "C", "N", "C", "N", "C", "N", "C", "C", "H", "H", "H", "H", "H", "H", "H", "H", "H", "H", "H", "H"],
  "coordinates": [[-0.897, -0.950, -0.355], [1.809, -2.317, 3.232], [2.146, -1.064, 3.613], [3.110, -0.978, 4.621], [3.512, 0.251, 5.091], [2.964, 1.427, 4.574], [2.003, 1.342, 3.595], [1.571, 0.106, 3.084], [0.537, 0.069, 2.029], [0.324, -1.075, 1.463], [-0.071, 1.216, 1.769], [-1.098, 1.159, 0.838], [-1.699, 2.278, 0.709], [-2.860, 2.541, -0.178], [-3.658, 3.643, 0.116], [-4.790, 3.890, -0.642], [-5.141, 3.040, -1.680], [-4.303, 1.972, -1.943], [-3.209, 1.769, -1.217], [1.168, -2.210, 2.506], [3.524, -1.898, 5.010], [4.264, 0.300, 5.869], [3.285, 2.391, 4.940], [1.563, 2.242, 3.189], [-1.401, 3.113, 1.338], [-3.396, 4.287, 0.944], [-5.407, 4.750, -0.416], [-6.026, 3.199, -2.278], [-4.452, 1.252, -2.740], [-3.168, -2.909, -0.281], [-3.692, -1.936, 0.568], [-3.180, -1.786, 1.853], [-2.155, -2.614, 2.297], [-1.632, -3.587, 1.454], [-2.132, -3.730, 0.162], [-3.560, -3.026, -1.283], [-4.498, -1.304, 0.218], [-3.584, -1.029, 2.512], [-1.749, -2.493, 3.292], [-0.830, -4.226, 1.798], [-1.727, -4.491, -0.494], [-2.480, -0.366, -1.988], [-2.006, 0.715, -1.797], [1.528, 1.009, -1.642], [2.679, 1.327, -2.459], [2.401, 0.910, -3.836], [2.131, -0.529, -3.929], [0.995, -0.844, -3.089], [1.208, -0.455, -1.666], [2.429, -1.176, -1.192], [3.586, -0.880, -2.012], [3.830, 0.566, -1.964], [3.297, -1.251, -3.400], [0.646, 1.541, -2.000], [1.717, 1.287, -0.602], [3.261, 1.145, -4.463], [1.534, 1.460, -4.207], [0.814, -1.923, -3.124], [0.105, -0.324, -3.452], [2.228, -2.251, -1.216], [2.615, -0.883, -0.157], [4.701, 0.795, -2.579], [4.038, 0.860, -0.934], [3.108, -2.325, -3.455], [4.166, -1.021, -4.015]]
}